Here is one molecule with the formula C5H6O from the Open Molecules 2025 dataset. Energies are from ωB97M-V with the def2-TZVPD basis set.

```
12
Properties=species:S:1:pos:R:3:forces:R:3
C 2.42552 0.02916 0.01134 0.8 -0.6 0.6
C -1.60840 0.19000 -0.51654 1.4 -1.0 2.6
C -1.92292 -0.91562 0.24897 -2.5 0.3 -0.8
O -2.13938 1.39707 -0.13924 -0.2 -0.1 -0.4
C -0.22295 -0.12439 -0.04845 1.5 1.2 -2.2
C 0.98720 -0.09739 0.07541 -1.0 0.0 0.0
H -1.61962 2.09282 -0.56213 -0.1 -0.1 0.0
H -1.70113 -1.91525 -0.09000 0.6 0.1 0.1
H -2.69386 -0.83150 1.00721 -0.2 -0.1 0.4
H 2.74413 1.06595 0.11973 -0.1 0.1 -0.1
H 2.91696 -0.53253 0.81932 0.0 0.1 -0.1
H 2.83444 -0.35832 -0.92562 -0.2 0.1 0.0
```
Forces are in eV/Å.

energy relative to the best compared isomer or geometry (same formula, charge and spin): 109.8 kcal/mol
frontier orbital gap: 8.136 eV
E: -269.17132 Ha
E_HOMO: -7.58 eV
LUMO: 0.555 eV

These are the Mulliken partial charges, in e, on atoms 1 to 8:
1 C -1.172
2 C -0.260
3 C -0.485
4 O -0.473
5 C -0.703
6 C 1.374
7 H 0.349
8 H 0.266